1.
Here is a cluster of 9 separate species, C23H42BrCl16IO2 in total from the OMol25 dataset. Energies are from the ωB97M-V functional and the def2-TZVPD basis.

Results
- Charge: 0
- Relative energy (zero: lowest compared OMol25 entry of this formula, charge and spin): 0.0 kJ/mol
- Kohn-Sham gap: 0.3566 Eh
- SMILES: CC[C@@H](Br)[C@H]1OC(=O)C[C@H]1I.ClCCCl.ClCCCl.ClCCCl.ClCCCl.ClCCCl.ClCCCl.ClCCCl.ClCCCl
- Maximum force: 0.67 eV Å⁻¹

CARTESIAN COORDINATES (ANGSTROEM)
1 C -3.88 4.57 -4.64
2 C -3.01 4.58 -3.39
3 C -1.72 3.80 -3.54
4 Br -0.71 4.49 -5.06
5 C -0.77 3.74 -2.36
6 O -0.34 5.04 -1.90
7 C 0.42 4.81 -0.78
8 O 1.15 5.63 -0.33
9 C 0.18 3.38 -0.31
10 C -1.12 3.04 -1.05
11 I -2.67 4.04 0.09
12 H -3.72 3.66 -5.23
13 H -3.66 5.41 -5.30
14 H -4.93 4.61 -4.38
15 H -2.77 5.61 -3.11
16 H -3.56 4.15 -2.56
17 H -1.94 2.76 -3.80
18 H 0.14 3.23 -2.69
19 H 0.17 3.28 0.76
20 H 1.01 2.79 -0.71
21 H -1.40 2.00 -1.13
22 Cl -2.18 9.03 -3.04
23 C -0.66 8.23 -2.55
24 C -0.06 8.83 -1.31
25 Cl 0.57 10.48 -1.59
26 H 0.03 8.27 -3.39
27 H -0.91 7.19 -2.34
28 H 0.77 8.21 -0.98
29 H -0.79 8.90 -0.51
30 Cl -6.63 2.72 -0.01
31 C -7.22 2.09 1.55
32 C -6.62 2.82 2.72
33 Cl -4.87 2.51 2.87
34 H -6.97 1.03 1.58
35 H -8.30 2.21 1.56
36 H -7.09 2.49 3.64
37 H -6.75 3.90 2.61
38 Cl 6.12 3.51 -2.60
39 C 4.80 4.66 -2.97
40 C 3.50 4.26 -2.32
41 Cl 2.83 2.76 -3.03
42 H 4.70 4.70 -4.05
43 H 5.11 5.63 -2.60
44 H 2.76 5.05 -2.47
45 H 3.63 4.09 -1.25
46 Cl -2.37 -1.60 -2.15
47 C -0.82 -2.35 -1.70
48 C -0.21 -1.68 -0.49
49 Cl 0.31 -0.01 -0.83
50 H -0.16 -2.29 -2.56
51 H -1.00 -3.39 -1.45
52 H 0.68 -2.23 -0.17
53 H -0.91 -1.63 0.34
54 Cl 0.69 0.50 2.60
55 C 2.25 0.13 3.38
56 C 3.13 -0.70 2.48
57 Cl 2.46 -2.34 2.23
58 H 2.04 -0.38 4.32
59 H 2.74 1.08 3.59
60 H 4.11 -0.82 2.93
61 H 3.23 -0.24 1.50
62 Cl 2.07 -6.87 -3.29
63 C 1.34 -7.72 -1.91
64 C 0.11 -7.03 -1.39
65 Cl 0.51 -5.46 -0.61
66 H 2.10 -7.81 -1.13
67 H 1.06 -8.72 -2.25
68 H -0.35 -7.64 -0.62
69 H -0.60 -6.82 -2.18
70 Cl 0.97 -10.42 3.93
71 C 1.02 -8.87 3.06
72 C -0.24 -8.61 2.28
73 Cl -0.43 -9.75 0.90
74 H 1.89 -8.89 2.41
75 H 1.15 -8.09 3.80
76 H -0.21 -7.61 1.86
77 H -1.13 -8.72 2.90
78 Cl 4.42 -9.30 5.03
79 C 4.68 -7.97 6.18
80 C 3.39 -7.30 6.59
81 Cl 2.66 -6.38 5.25
82 H 5.36 -7.25 5.72
83 H 5.16 -8.40 7.06
84 H 3.58 -6.59 7.39
85 H 2.66 -8.04 6.92

***

2.
Here is a structure of composition C23H42Cl3GdN2O4Si at a distorted geometry from the OMol25 dataset. Energies are from the ωB97M-V functional and the def2-TZVPD basis.

Results
- Charge: 0
- Relative energy (zero: lowest compared OMol25 entry of this formula, charge and spin): 0.0 kJ/mol
- Kohn-Sham gap (alpha / beta): 0.2793 / 0.2979 Eh
- 2S+1: 8
- Maximum force: 2.50 eV Å⁻¹

CARTESIAN COORDINATES (ANGSTROEM)
1 C -1.52 -2.22 -2.57
2 C -1.09 -3.25 -1.56
3 H -1.29 -2.52 -3.59
4 H -1.03 -1.26 -2.35
5 H -2.61 -2.04 -2.51
6 C -0.58 -4.46 -1.86
7 C -0.38 -4.98 -3.24
8 H -0.31 -5.14 -1.05
9 H -0.62 -4.24 -4.01
10 H -1.02 -5.86 -3.41
11 H 0.65 -5.32 -3.38
12 Gd -0.15 0.23 0.82
13 Cl -2.73 0.46 1.01
14 Cl -0.08 1.34 -1.54
15 H 0.65 4.96 4.29
16 H -1.46 5.80 3.13
17 C 1.03 4.63 3.31
18 C -1.03 5.46 2.18
19 N -0.10 4.36 2.42
20 H 1.62 3.72 3.43
21 C -0.26 3.21 1.79
22 O 0.48 2.20 1.96
23 H -1.83 5.09 1.53
24 H -1.11 3.16 1.08
25 H 1.66 5.43 2.90
26 H -0.52 6.30 1.69
27 H 1.48 -1.66 -2.34
28 H 2.41 -3.83 -1.15
29 C 2.35 -1.12 -1.94
30 C 3.25 -3.18 -0.89
31 N 2.80 -1.80 -0.73
32 H 2.07 -0.09 -1.72
33 C 2.82 -1.22 0.47
34 O 2.24 -0.15 0.76
35 H 3.70 -3.51 0.05
36 H 3.41 -1.79 1.23
37 H 3.16 -1.16 -2.68
38 H 4.00 -3.22 -1.70
39 O -0.18 -1.85 0.11
40 C -1.16 -2.78 -0.12
41 C 0.09 -4.24 1.55
42 C -1.12 -3.87 0.97
43 H 1.01 -3.73 1.25
44 C 0.10 -5.23 2.54
45 H -2.15 -2.30 -0.04
46 C -2.32 -4.43 1.42
47 H 1.05 -5.52 2.99
48 C -1.09 -5.85 2.93
49 C -2.31 -5.44 2.37
50 H -3.25 -4.05 0.98
51 H -1.08 -6.64 3.68
52 H -3.25 -5.90 2.68
53 Si -0.40 4.79 -4.66
54 Cl -0.64 3.30 -6.08
55 C 1.43 4.81 -4.25
56 C -1.51 4.31 -3.23
57 C -0.94 6.41 -5.44
58 H 1.74 3.82 -3.88
59 H 1.66 5.56 -3.48
60 H 2.02 5.04 -5.15
61 H -0.33 6.66 -6.32
62 H -0.85 7.24 -4.72
63 H -1.99 6.36 -5.76
64 H -1.23 3.33 -2.81
65 H -2.55 4.26 -3.58
66 H -1.45 5.06 -2.43
67 C 1.14 -0.78 5.17
68 C 0.04 -0.31 4.27
69 C -1.01 0.57 4.88
70 O 0.01 -0.64 3.07
71 H 0.91 -0.59 6.22
72 H 2.08 -0.25 4.93
73 H 1.31 -1.86 5.03
74 H -0.85 1.61 4.57
75 H -2.00 0.26 4.55
76 H -0.94 0.52 5.97

***

3.
Here is a structure of composition C23H42CrF3N2O15 at a distorted geometry from the OMol25 dataset. Energies are from the ωB97M-V functional and the def2-TZVPD basis.

Results
- Charge: +1
- Kohn-Sham gap (alpha / beta): 0.2627 / 0.2581 Eh
- 2S+1: 9
- Maximum force: 2.22 eV Å⁻¹

CARTESIAN COORDINATES (ANGSTROEM)
1 Cr -1.08 -0.52 2.96
2 C -0.67 0.94 -1.29
3 C -0.28 -0.35 -0.55
4 C 1.12 -0.84 -0.89
5 O -0.55 -0.25 0.79
6 H -1.74 0.93 -1.53
7 H -0.22 0.95 -2.29
8 H -0.46 1.84 -0.73
9 H -0.94 -1.14 -0.96
10 H 1.15 -1.16 -1.93
11 H 1.39 -1.70 -0.28
12 H 1.90 -0.10 -0.70
13 C -1.38 -0.04 -5.94
14 C -1.75 -0.12 -4.46
15 O -0.76 -0.89 -3.76
16 C -1.00 -2.14 -3.28
17 O -2.23 -2.61 -3.25
18 C 0.16 -3.03 -2.93
19 F -0.05 -3.57 -1.70
20 F 0.31 -4.03 -3.83
21 F 1.30 -2.34 -2.92
22 H -1.71 -0.97 -6.42
23 H -0.32 0.08 -6.10
24 H -1.97 0.76 -6.39
25 H -2.76 -0.52 -4.34
26 H -1.73 0.87 -3.99
27 C 2.99 -0.82 3.00
28 O 3.01 0.53 3.45
29 C 1.83 1.04 3.72
30 O 0.77 0.48 3.60
31 O 1.98 2.28 4.10
32 C 0.80 2.97 4.52
33 H 2.45 -1.52 3.64
34 H 4.02 -1.16 2.96
35 H 2.60 -0.92 1.98
36 H 0.19 3.29 3.67
37 H 1.03 3.90 5.02
38 H 0.26 2.30 5.19
39 C -3.73 -1.49 -0.37
40 O -4.62 -1.78 0.69
41 C -4.09 -1.81 1.89
42 O -2.93 -1.58 2.15
43 O -5.03 -2.08 2.78
44 C -4.72 -1.97 4.17
45 H -4.19 -1.59 -1.35
46 H -2.81 -2.07 -0.34
47 H -3.48 -0.42 -0.33
48 H -5.65 -2.26 4.66
49 H -4.37 -0.96 4.40
50 H -3.89 -2.63 4.43
51 C -2.99 2.58 0.63
52 O -3.68 2.70 1.88
53 C -3.19 2.09 2.94
54 O -2.33 1.23 2.97
55 O -3.77 2.61 4.01
56 C -3.49 2.11 5.31
57 H -3.61 1.94 0.01
58 H -1.98 2.21 0.77
59 H -2.93 3.57 0.17
60 H -2.72 2.69 5.82
61 H -3.20 1.06 5.32
62 H -4.42 2.17 5.87
63 C 6.03 -0.86 -2.62
64 O 4.77 -0.29 -2.35
65 C 4.37 0.65 -3.21
66 O 5.00 1.07 -4.13
67 O 3.19 1.10 -2.76
68 C 2.46 1.98 -3.61
69 H 6.15 -1.18 -3.66
70 H 6.17 -1.75 -2.02
71 H 6.88 -0.21 -2.38
72 H 3.08 2.39 -4.40
73 H 2.06 2.77 -2.98
74 H 1.61 1.44 -4.04
75 C 3.14 -3.73 0.09
76 C 2.87 -4.50 -1.13
77 N 2.71 -5.06 -2.11
78 H 2.33 -3.77 0.81
79 H 3.25 -2.67 -0.14
80 H 4.07 -4.08 0.53
81 C 1.98 2.62 0.42
82 C 1.09 3.71 0.86
83 N 0.36 4.53 1.18
84 H 1.86 2.45 -0.65
85 H 1.71 1.77 1.04
86 H 3.02 2.88 0.62

***

4.
Here is a structure of composition C23H42N3OP2Pb at a distorted geometry from the OMol25 dataset. Energies are from the ωB97M-V functional and the def2-TZVPD basis.

Results
- Charge: +1
- Relative energy (zero: lowest compared OMol25 entry of this formula, charge and spin): 0.0 kJ/mol
- Kohn-Sham gap (alpha / beta): 0.1976 / 0.1901 Eh
- Maximum force: 3.33 eV Å⁻¹

CARTESIAN COORDINATES (ANGSTROEM)
1 Pb -0.79 0.29 -0.27
2 P -0.24 -1.89 -1.48
3 P 0.05 2.63 0.41
4 N 1.10 0.84 -2.10
5 C 1.34 -1.63 -2.42
6 H 2.00 -2.48 -2.17
7 H 1.09 -1.67 -3.50
8 C 2.06 -0.30 -2.16
9 H 2.60 -0.35 -1.21
10 H 2.85 -0.15 -2.93
11 C 1.65 2.24 -1.94
12 H 1.01 2.91 -2.53
13 H 2.68 2.32 -2.33
14 C 1.66 2.73 -0.47
15 H 1.96 3.79 -0.40
16 H 2.36 2.14 0.14
17 C 0.13 3.01 2.24
18 C 0.27 1.78 3.15
19 H 1.28 1.35 3.08
20 H -0.46 0.98 2.90
21 H 0.07 2.03 4.21
22 C -1.17 3.74 -0.41
23 C -2.64 3.50 0.04
24 H -3.30 3.57 -0.83
25 H -2.95 4.27 0.76
26 H -2.83 2.50 0.48
27 C -1.60 -2.27 -2.68
28 C -2.87 -2.86 -2.00
29 H -3.72 -2.71 -2.68
30 H -3.15 -2.36 -1.06
31 H -2.74 -3.94 -1.81
32 C -0.04 -3.36 -0.36
33 C -1.17 -3.54 0.67
34 H -0.79 -4.20 1.47
35 H -2.06 -4.01 0.23
36 H -1.49 -2.60 1.14
37 C -2.32 -0.21 1.08
38 C -0.65 5.19 -0.22
39 H 0.20 5.29 0.48
40 H -0.29 5.56 -1.20
41 H -1.46 5.85 0.13
42 C -1.03 -3.12 -3.85
43 H -1.72 -3.93 -4.12
44 H -0.82 -2.49 -4.73
45 H -0.06 -3.60 -3.60
46 C 0.20 -4.62 -1.20
47 H 0.42 -5.46 -0.52
48 H -0.70 -4.87 -1.79
49 H 1.06 -4.49 -1.86
50 C -1.11 3.80 2.70
51 H -2.02 3.18 2.54
52 H -1.03 3.99 3.78
53 H -1.22 4.75 2.17
54 H 1.06 3.61 2.33
55 H 0.88 -3.11 0.19
56 H -1.10 3.46 -1.47
57 H -1.87 -1.25 -3.04
58 O -3.41 -0.31 1.49
59 H 0.43 0.79 -2.88
60 H -1.82 0.94 -1.64
61 N 5.73 -0.80 2.60
62 C 4.58 -0.95 2.58
63 C 3.11 -1.12 2.55
64 C 2.44 -1.83 3.58
65 C 1.03 -1.93 3.55
66 C 0.41 -1.34 2.46
67 N 1.04 -0.82 1.43
68 C 2.37 -0.59 1.52
69 H 3.03 -2.27 4.37
70 H 0.41 -2.44 4.32
71 H -0.69 -1.24 2.37
72 H 2.77 0.05 0.70